Formula: C13H17N4O6RuS2
Source: OMol25
Level of theory: ωB97M-V/def2-TZVPD

Electronic energy = -56254.1633 eV
Spin multiplicity = 6
Frontier orbital gap (alpha / beta) = 8.385 / 8.275 eV
LUMO (alpha / beta) = 0.1987 / -1.2988 eV
Expectation value of S² = 8.771

Last column: natural (NBO) charge in e.
Geometry (Å):
Ru  -0.204  -0.013  -0.134  1.507
O  -0.330  6.287  0.393  -0.641
C  -0.245  4.949  0.260  0.360
C  0.119  4.340  -0.940  -0.299
C  0.175  2.963  -0.974  0.135
N  -0.105  2.232  0.096  -0.513
C  -0.427  2.801  1.255  0.125
C  -0.510  4.169  1.387  -0.267
C  -0.641  1.811  2.398  0.747
O  -0.833  2.226  3.523  -0.615
O  -0.585  0.578  2.022  -0.794
C  0.597  2.152  -2.197  0.750
O  0.935  2.730  -3.209  -0.616
O  0.609  0.878  -1.984  -0.775
H  -0.133  6.718  -0.449  0.488
H  0.361  4.899  -1.835  0.248
H  -0.766  4.613  2.338  0.262
C  2.186  -0.702  1.933  -0.235
C  1.444  -2.037  1.916  -0.231
N  0.121  -1.951  1.288  -0.645
C  -0.282  -3.176  0.598  -0.242
C  0.595  -3.470  -0.621  -0.546
S  1.046  -2.000  -1.592  0.318
C  2.767  -1.704  -1.059  -0.532
C  3.035  -0.351  -0.405  -0.238
N  2.094  0.018  0.656  -0.640
H  3.232  -0.886  2.209  0.188
H  1.743  -0.060  2.693  0.238
H  1.369  -2.407  2.943  0.212
H  2.026  -2.777  1.371  0.186
H  -0.587  -1.687  1.969  0.439
H  -1.317  -3.038  0.292  0.243
H  -0.252  -4.047  1.266  0.194
H  0.054  -4.134  -1.293  0.247
H  1.514  -3.992  -0.353  0.216
H  3.395  -1.774  -1.947  0.244
H  3.055  -2.528  -0.409  0.214
H  2.962  0.422  -1.168  0.238
H  4.067  -0.366  -0.029  0.190
H  2.200  1.009  0.837  0.401
O  -2.996  -1.670  1.517  -0.918
S  -3.145  -0.547  0.590  1.432
N  -2.163  -0.397  -0.526  -1.076

---

Formula: C3H2ClNO
Source: OMol25
Level of theory: ωB97M-V/def2-TZVPD

SMILES = O=C=CCl.C#N
Electronic energy = -19200.6628 eV
Spin multiplicity = 1
ΔE to the lowest compared entry with this formula, charge and spin = 45.65 kcal per mole
Frontier orbital gap = 9.221 eV
LUMO = -0.0572 eV

Last column: natural (NBO) charge in e.
Geometry (Å):
O  2.671  -1.773  0.175  -0.432
C  2.031  -0.820  -0.102  0.682
C  1.466  0.275  -0.415  -0.499
Cl  2.648  1.597  0.009  -0.019
H  0.722  0.494  -1.097  0.267
C  -3.207  0.178  0.517  0.092
N  -2.341  0.022  -0.198  -0.300
H  -3.989  0.029  1.112  0.209

---

Formula: C10H20IN3O9
Source: OMol25
Level of theory: ωB97M-V/def2-TZVPD

SMILES = O=C1C[C@H](O)[C@H](CCCI)O1.C[N+](=O)[O-].C[N+](=O)[O-].C[N+](=O)[O-]
Electronic energy = -41684.5045 eV
Spin multiplicity = 1
Frontier orbital gap = 9.492 eV
LUMO = -0.1463 eV

Last column: natural (NBO) charge in e.
Geometry (Å):
O  -0.609  -1.957  1.707  -0.582
C  0.260  -1.324  1.175  0.806
C  0.237  0.132  0.775  -0.565
C  1.680  0.402  0.370  0.079
O  1.774  1.381  -0.644  -0.709
C  2.240  -1.007  0.020  0.079
C  2.206  -1.471  -1.439  -0.429
C  0.885  -1.298  -2.221  -0.460
C  0.194  -2.637  -2.531  -0.493
I  0.455  -3.275  -4.561  0.053
O  1.458  -1.877  0.864  -0.494
H  -0.145  0.757  1.584  0.259
H  -0.448  0.226  -0.069  0.264
H  2.222  0.714  1.276  0.172
H  2.643  1.319  -1.057  0.475
H  3.282  -1.065  0.354  0.196
H  2.460  -2.538  -1.412  0.228
H  3.028  -0.966  -1.959  0.215
H  1.099  -0.777  -3.158  0.231
H  0.171  -0.676  -1.695  0.231
H  0.594  -3.454  -1.931  0.219
H  -0.881  -2.588  -2.373  0.221
C  -4.041  -1.989  -1.536  -0.489
N  -3.379  -0.782  -2.105  0.542
O  -2.260  -0.513  -1.711  -0.408
O  -4.000  -0.147  -2.924  -0.354
H  -3.366  -2.442  -0.819  0.235
H  -4.962  -1.657  -1.068  0.240
H  -4.260  -2.654  -2.366  0.239
C  1.216  4.577  -0.593  -0.482
N  1.770  5.872  -1.079  0.533
O  2.792  6.278  -0.568  -0.378
O  1.156  6.432  -1.962  -0.378
H  1.864  4.199  0.187  0.229
H  0.214  4.773  -0.224  0.235
H  1.177  3.899  -1.439  0.241
C  -1.192  -1.141  4.736  -0.482
N  -1.323  0.186  5.397  0.535
O  -1.589  0.216  6.578  -0.368
O  -1.150  1.161  4.693  -0.395
H  -1.362  -1.915  5.475  0.228
H  -1.922  -1.180  3.934  0.246
H  -0.191  -1.196  4.322  0.234

---

Formula: C7H34O13
Source: OMol25
Level of theory: ωB97M-V/def2-TZVPD

Electronic energy = -34429.3650 eV
Spin multiplicity = 1
ΔE to the lowest compared entry with this formula, charge and spin = 0.00 kcal per mole
Frontier orbital gap = 9.087 eV
LUMO = 0.0935 eV

Last column: natural (NBO) charge in e.
Geometry (Å):
O  -0.613  0.892  -3.000  -0.603
C  0.473  1.404  -2.841  0.482
C  1.597  0.721  -2.123  -0.527
C  1.197  -0.615  -1.490  -0.442
C  0.137  -0.497  -0.438  -0.165
C  0.272  -0.903  0.822  -0.237
C  -0.793  -0.773  1.821  -0.226
C  -0.576  -0.936  3.121  -0.370
H  0.703  2.404  -3.235  0.140
H  2.391  0.534  -2.853  0.240
H  2.016  1.403  -1.382  0.254
H  0.884  -1.333  -2.258  0.232
H  2.100  -1.083  -1.079  0.203
H  -0.802  -0.056  -0.756  0.209
H  1.199  -1.341  1.185  0.187
H  -1.778  -0.531  1.429  0.214
H  -1.352  -0.809  3.861  0.206
H  0.401  -1.184  3.512  0.184
H  -3.241  2.081  1.019  0.485
H  -2.996  2.158  -0.548  0.517
O  -3.362  1.610  0.189  -1.012
H  -1.712  -4.516  -2.276  0.470
H  -1.781  -2.979  -2.020  0.504
O  -1.409  -3.831  -1.669  -1.001
H  5.207  -0.883  1.540  0.483
H  3.792  -1.517  1.449  0.511
O  4.277  -0.677  1.628  -0.992
H  -3.175  -1.457  -1.809  0.509
H  -2.073  -0.923  -2.783  0.490
O  -2.599  -1.703  -2.577  -0.989
H  -2.136  2.344  -2.532  0.494
H  -1.362  3.306  -1.584  0.503
O  -2.256  3.006  -1.836  -0.991
H  2.699  -3.471  1.809  0.492
H  2.647  -3.290  0.314  0.496
O  3.219  -3.112  1.077  -0.952
H  -3.744  -0.042  -0.166  0.514
H  -4.953  -0.842  -0.668  0.480
O  -4.015  -0.947  -0.445  -0.980
H  0.743  2.884  3.025  0.488
H  1.429  2.036  4.090  0.458
O  0.830  2.780  3.994  -0.967
H  3.590  0.804  1.021  0.520
H  3.927  2.301  1.262  0.485
O  3.279  1.723  0.835  -0.994
H  1.666  2.182  1.141  0.519
H  0.165  1.790  1.211  0.499
O  0.755  2.559  1.248  -0.995
H  0.487  3.243  -0.278  0.511
H  0.440  4.535  -1.113  0.484
O  0.303  3.584  -1.193  -0.996
H  -2.259  -3.517  1.343  0.458
H  -1.930  -4.181  0.015  0.498
O  -1.911  -4.335  0.988  -0.982